Entry from OMol25: a molecular structure, C27H72AlF4N11O20P3S4 at a distorted geometry (ωB97M-V with the def2-TZVPD basis set).

Output
**Electronic energy**: -175166.896 eV
**Net charge**: +1
**Gap between HOMO and LUMO**: 1.3 eV

```
142
C27H72AlF4N11O20P3S4 | OMol25 | ωB97M-V with the def2-TZVPD basis set
Al -2.69 -2.88 0.85
N -0.21 -1.58 1.17
S 0.58 -0.43 1.96
O 1.47 0.44 1.16
O 0.94 -0.85 3.31
F -0.73 0.52 2.19
S 1.21 -2.19 0.57
O 2.40 -2.35 1.37
O 1.34 -1.81 -0.85
F 0.66 -3.71 0.47
N -3.19 -1.82 -1.75
S -2.27 -1.30 -2.93
O -2.56 0.01 -3.55
O -1.63 -2.22 -3.86
F -0.97 -0.73 -2.06
S -4.38 -2.56 -2.87
O -4.17 -3.96 -3.13
O -4.90 -1.86 -4.03
F -5.65 -2.48 -1.89
O -1.60 -5.31 -0.61
P -0.71 -6.33 -1.22
N 0.73 -5.63 -1.88
C 0.60 -4.33 -2.51
C 1.93 -6.41 -2.31
N -1.40 -7.13 -2.60
C -2.83 -7.11 -2.70
C -0.71 -8.21 -3.36
N -0.20 -7.63 -0.20
C 0.95 -7.39 0.67
C -0.78 -9.00 -0.12
H 0.43 -4.39 -3.59
H 1.45 -3.66 -2.37
H -0.22 -3.77 -2.06
H 2.20 -7.38 -1.88
H 2.78 -5.78 -2.06
H 1.84 -6.51 -3.39
H -3.16 -7.53 -1.75
H -3.20 -6.09 -2.84
H -3.13 -7.75 -3.53
H -0.44 -9.07 -2.75
H -1.29 -8.67 -4.15
H 0.23 -7.88 -3.82
H 1.54 -8.30 0.75
H 1.59 -6.63 0.21
H 0.61 -7.04 1.64
H -1.29 -9.02 0.85
H -0.05 -9.80 -0.20
H -1.63 -9.32 -0.72
O -3.55 0.13 1.02
P -3.79 1.58 0.83
N -2.95 2.46 -0.41
C -3.56 2.75 -1.68
C -1.47 2.62 -0.44
N -3.61 2.52 2.30
C -2.63 3.60 2.48
C -4.07 2.05 3.66
N -5.41 1.88 0.52
C -6.03 0.81 -0.27
C -6.09 3.23 0.53
H -4.30 3.54 -1.60
H -4.09 1.87 -2.06
H -2.88 2.94 -2.51
H -1.14 1.99 -1.26
H -1.05 2.31 0.52
H -1.10 3.60 -0.73
H -2.87 4.43 1.82
H -2.55 4.00 3.49
H -1.63 3.20 2.32
H -3.92 2.88 4.35
H -5.08 1.68 3.49
H -3.34 1.26 3.83
H -5.39 0.54 -1.11
H -6.14 -0.13 0.26
H -7.00 1.14 -0.64
H -5.41 3.87 1.09
H -6.94 3.30 1.20
H -6.30 3.56 -0.48
O 2.14 6.87 4.14
P 2.22 6.34 2.75
N 1.47 4.81 2.46
C 1.21 4.28 1.14
C 1.00 3.99 3.58
N 3.88 6.21 2.15
C 4.58 4.94 2.36
C 4.70 7.42 2.12
N 1.49 7.37 1.66
C 0.22 8.01 2.01
C 1.77 7.28 0.18
H 1.77 4.71 0.31
H 0.17 4.37 0.81
H 1.39 3.21 1.08
H -0.08 3.98 3.66
H 1.46 4.25 4.53
H 1.17 2.91 3.57
H 5.51 4.86 1.80
H 4.64 4.83 3.44
H 3.93 4.12 2.03
H 4.40 8.13 2.89
H 5.78 7.25 2.17
H 4.40 7.93 1.21
H -0.17 8.77 1.33
H -0.55 7.28 2.27
H 0.36 8.59 2.92
H 1.86 8.29 -0.21
H 1.00 6.74 -0.38
H 2.74 6.81 0.02
C 1.00 3.69 -2.88
O 1.07 2.34 -2.65
C 1.59 1.57 -3.57
O 2.46 1.91 -4.39
O 0.95 0.40 -3.42
C 1.13 -0.63 -4.37
H 0.25 3.88 -3.64
H 1.84 4.26 -3.29
H 0.64 4.25 -2.01
H 1.86 -0.48 -5.16
H 0.24 -0.60 -5.00
H 1.20 -1.58 -3.83
C -2.03 -7.23 3.02
O -0.97 -6.54 3.68
C -0.50 -5.39 3.34
O -1.00 -4.67 2.45
O 0.59 -5.10 4.10
C 1.41 -3.93 3.78
H -2.08 -8.24 3.41
H -2.10 -7.23 1.93
H -2.92 -6.65 3.24
H 2.33 -4.37 3.41
H 1.61 -3.31 4.66
H 0.96 -3.37 2.95
C 3.68 2.74 -0.43
O 4.97 2.30 -0.88
C 5.88 3.19 -0.95
O 5.74 4.37 -0.65
O 7.02 2.58 -1.39
C 8.19 3.31 -1.63
H 2.91 2.09 -0.84
H 3.31 3.75 -0.64
H 3.67 2.71 0.66
H 9.06 2.97 -1.06
H 8.02 4.37 -1.45
H 8.35 3.29 -2.71
```